(1)
Computed, not measured: a molecular structure, C21H15N5O in a non-equilibrium geometry, with ωB97M-V with the def2-TZVPD basis set.

Results
**Spin multiplicity**: 1
**Gap between HOMO and LUMO**: 8.1751 eV
**Lowest unoccupied orbital energy**: -1.0 eV
**Energy above the lowest of the compared OMol25 structures with the same formula, charge and spin**: 1418.7 kJ/mol
**HOMO level**: -9.154 eV

```
42
Properties=species:S:1:pos:R:3:lowdin_charge:R:1
H 0.08193 -6.83657 2.78614 0.13
H 2.41962 2.99281 -0.87039 0.18
C -1.00218 -1.61746 0.77654 0.08
C 1.56408 4.95869 -0.29336 -0.27
C -2.03665 -3.56447 2.81093 0.03
H -2.17603 -2.70763 2.91485 -0.01
C 0.01716 -2.55086 -1.58545 -0.07
N -0.44040 -3.34926 -0.46537 0.18
H -2.67037 -4.34586 4.62980 0.16
N 0.22672 1.35036 -0.38112 0.13
N -1.38175 -5.63095 3.91811 0.08
H 2.06536 8.60255 -0.19860 0.06
C 0.61586 7.00817 0.27983 -0.03
C -0.22297 -0.52788 -2.63179 0.04
C 1.76975 7.64986 -0.23753 -0.03
C 0.56195 -2.42618 -3.86861 -0.07
N 0.30315 2.80478 -0.13889 0.10
H 0.47991 -5.40237 1.13449 0.08
C -0.88848 0.67147 0.09180 -0.54
C -0.30292 -5.11053 1.78468 0.06
H 0.38773 -0.40720 -4.65272 0.05
H -0.93530 -1.02937 1.78783 0.19
C -0.38594 -1.16789 -1.26433 -0.09
C -1.96392 -4.61382 3.66399 -0.27
C 1.22800 3.50119 -0.36646 -0.17
O -1.75259 1.25633 0.57923 0.19
H -0.28938 7.70257 0.77666 0.17
C -0.63192 -2.90278 0.67120 -0.32
C 0.27846 -3.23944 -2.82554 -0.03
C -0.59143 -5.88601 2.97576 -0.19
H -0.40238 0.55245 -2.75801 0.10
C 0.53089 5.67326 -0.06401 -0.12
H -0.50109 5.27299 0.30622 0.16
C -0.62551 -0.62467 -0.11817 -0.19
H 3.65658 7.15532 -1.02613 0.10
H 1.09845 1.00191 -0.51548 0.09
H 0.71195 -2.93631 -4.72192 0.05
C 2.71460 6.77439 -0.72685 -0.22
H 0.30616 -4.30448 -2.85778 0.11
C -0.04693 -1.04601 -4.00925 0.02
N 2.83165 5.51221 -0.63483 0.14
C -1.10491 -3.78201 1.79378 -0.05
```

***

(2)
Computed, not measured: a molecular structure, C21H15O17PV in a non-equilibrium geometry, with ωB97M-V with the def2-TZVPD basis set.

Results
**<S²>**: 0.774
**Total charge**: -4
**Spin multiplicity**: 2
**Gap between HOMO and LUMO (alpha / beta)**: 5.2177 / 5.2310 eV
**Lowest unoccupied orbital energy (alpha / beta)**: 7.7 / 7.7 eV
**HOMO level (alpha / beta)**: 2.441 / 2.428 eV

```
55
Properties=species:S:1:pos:R:3:mulliken_spin:R:1
O 1.49291 4.66453 0.84561 0.01
H -2.56433 5.92467 0.20021 0.00
C 0.26942 -1.32243 -3.94770 0.00
O 3.88606 3.45471 1.71416 0.00
O -1.10112 -2.08302 -0.56017 -0.20
O 1.89299 -0.69863 0.92837 0.00
H -0.55292 -0.88103 -5.90299 0.00
C 0.32267 -0.80507 -5.26937 0.00
H -2.24135 0.38755 -1.51044 0.00
C 1.58058 -1.28871 -3.09976 -0.01
O -0.00478 -4.93083 5.50779 0.00
H -0.39957 2.96007 0.19892 0.00
O 1.49528 -1.59792 -1.86382 0.00
O -3.75687 1.86817 1.77229 0.00
O -2.81674 2.11262 -0.51142 0.00
C 1.42613 -5.29876 3.60004 0.00
O -0.72074 -1.86116 -3.45092 0.00
O -5.05414 3.19349 0.04202 0.00
C 1.99828 0.56142 0.80835 0.00
H -1.29613 -3.16782 4.11696 0.00
C 2.75898 -1.02508 -3.73814 0.02
C 2.82936 -0.69154 -5.12546 0.00
C 0.97142 -3.95577 1.64697 0.00
O 3.91495 -0.45892 -5.66547 0.01
H -1.15207 4.83340 0.16987 0.00
O 1.57991 -0.38212 -7.17143 0.00
C -2.22608 4.89940 0.02454 0.00
H 2.53439 -5.41464 1.74405 0.00
C 1.53853 -0.56725 -5.92991 0.00
H -3.95172 0.59428 -1.40937 0.00
V 0.39539 -1.71243 -0.14178 1.18
H -2.53674 4.67369 -0.99428 0.00
H 3.99947 0.91729 1.54325 0.00
O 1.12253 -3.60664 0.43455 0.00
O -0.36482 -2.00311 1.92522 0.00
C 2.97921 2.75828 1.23418 0.00
C -3.02328 0.74480 -0.84495 0.00
C 0.58797 2.58933 0.43308 0.01
C 3.07369 1.33754 1.17316 0.00
C 0.09481 -3.02261 2.50379 -0.01
C 0.70410 1.21686 0.33252 -0.01
C 1.63296 3.43574 0.89404 0.00
C 1.68371 -4.97828 2.24557 0.00
P -3.71873 2.83157 0.52554 0.00
C -2.53782 1.63248 2.48180 0.00
C 0.33141 -4.56738 4.36875 0.00
H -3.01605 0.02222 -0.02827 0.00
H -2.42851 0.59105 2.77703 0.00
H 3.68188 -0.97347 -3.17301 0.00
H -1.64400 1.95429 1.94525 0.00
O -0.09823 0.42437 -0.23332 -0.01
C -0.30977 -3.45061 3.77441 0.00
H -2.52910 2.20656 3.41688 0.00
O 2.12213 -6.10726 4.22274 0.00
O -2.85550 4.06214 1.02011 0.00
```

***

(3)
Computed, not measured: a molecular structure, C21H16AuBrN3O3 in a non-equilibrium geometry, with ωB97M-V with the def2-TZVPD basis set.

Results
**Total charge**: +1
**Spin multiplicity**: 1
**Gap between HOMO and LUMO**: 5.7927 eV
**Lowest unoccupied orbital energy**: -5.4 eV
**HOMO level**: -11.148 eV

```
45
Properties=species:S:1:pos:R:3:lowdin_charge:R:1
C 3.45807 3.49554 -0.09820 -0.01
H 6.29717 0.87164 0.01240 0.11
C -4.01593 2.45574 -0.09830 0.03
H -3.20303 -1.27596 0.05450 0.13
H -0.34553 -3.66956 2.09510 0.12
C 1.76937 1.69484 -0.08320 -0.37
Br -0.34813 -8.47466 0.74640 0.76
H 3.93187 0.12784 -0.07280 0.12
C -4.77643 0.18514 -0.00550 0.00
C -0.36653 -4.37506 1.27870 -0.01
N -2.44253 0.62344 -0.00020 -0.04
C -0.44293 -2.43056 -0.27540 -0.62
H -0.39053 -6.84566 -1.70180 0.11
C -0.37073 -6.60306 0.43040 -0.67
C -0.39043 -6.14306 -0.88300 -0.11
C 4.77077 3.90304 -0.03570 -0.06
C -0.40113 -3.89676 -0.03230 -0.14
H 5.00667 4.95504 -0.01780 0.11
C 5.49807 1.59654 -0.01350 -0.05
H -0.40243 -4.38536 -2.11390 0.12
H -2.07293 4.63874 0.74640 0.11
H -6.07463 1.90974 -0.02100 0.13
C -2.67703 1.99244 -0.09830 -0.18
H -0.31713 -6.12636 2.52000 0.10
C -0.35033 -5.73286 1.51620 -0.11
C -1.54543 2.80844 -0.18150 -0.20
O -0.31263 -1.92036 -1.38210 0.01
O 1.46917 0.44144 0.12870 -0.12
N 0.82617 2.60504 -0.24840 0.09
C 4.18697 1.17504 -0.06360 0.00
H -2.06843 4.69464 -1.01900 0.11
C -0.39933 -4.78116 -1.11140 0.00
H 2.65727 4.21424 -0.12350 0.11
C -3.46543 -0.23016 0.01180 -0.06
C 5.79357 2.95864 0.00750 -0.04
C -5.05263 1.56484 -0.03930 0.00
N -0.38033 2.09804 -0.23420 -0.13
O -0.66503 -1.68506 0.75320 -0.16
H -0.52953 4.66234 -0.13810 0.08
H 6.82127 3.28664 0.05810 0.11
C -1.55043 4.29214 -0.14700 0.01
H -4.18923 3.51934 -0.14290 0.13
Au -0.51963 0.22294 0.10160 1.48
H -5.57273 -0.54036 0.01940 0.12
C 3.15267 2.12264 -0.09860 -0.15
```

***

(4)
Computed, not measured: 2 unconnected molecules or ions with the total composition C21H16BCl3F3O3S in a non-equilibrium geometry, with ωB97M-V with the def2-TZVPD basis set.

Results
**Total charge**: -1
**Spin multiplicity**: 1
**Gap between HOMO and LUMO**: 3.3760 eV
**Lowest unoccupied orbital energy**: -0.1 eV
**HOMO level**: -3.476 eV

```
48
Properties=species:S:1:pos:R:3:lowdin_charge:R:1
C 1.35659 0.64713 -0.37202 -0.24
C -2.44887 4.36547 -0.95369 -0.10
C 4.51635 -0.82535 1.05515 -0.06
O -2.66217 -1.59532 1.12016 -0.05
S 0.90384 1.36749 -1.89174 0.64
C -1.02146 -2.60092 2.45106 -0.15
C -1.64719 -2.37987 1.18601 0.00
H 4.99237 -0.94994 2.02008 0.11
H -3.62085 2.56147 -0.62487 0.07
C 3.35792 -0.06895 0.93373 -0.06
H -0.09014 -4.42415 1.76982 0.13
H -3.28436 5.04912 -0.76357 0.10
H 2.89656 -0.39678 -2.44262 0.10
H -1.43193 -3.02339 0.32619 0.14
F 6.50142 -3.11299 -0.99541 0.10
C -0.12053 3.98637 -1.54541 -0.06
C 0.51837 -3.90879 3.78968 -0.06
C -1.17910 4.86003 -1.28597 -0.10
H -2.14252 -1.06133 3.51452 0.13
C -1.60825 2.09868 -1.14429 -0.08
H 2.98085 0.48533 1.79787 0.10
H 4.87241 -1.79586 -2.17644 0.11
Cl -2.58214 -1.44163 -1.60136 0.55
F 7.37233 -1.64462 0.40556 0.09
Cl -4.64264 -0.01472 0.21846 0.50
C -0.17011 -3.72536 2.60040 0.00
C 6.24257 -2.36920 0.11766 -0.54
H -1.76426 1.02505 -1.13570 0.05
H 0.89599 -3.14574 5.79326 0.11
H 1.23699 -4.72609 3.88386 0.11
B -3.60645 -1.55170 -0.03225 -1.84
C -0.35445 2.60237 -1.45974 -0.27
C 5.04695 -1.46873 -0.05837 -0.19
H -1.02219 5.94064 -1.35675 0.10
H -0.83139 -1.34365 5.62128 0.11
C -2.64977 2.98153 -0.87731 -0.09
C 4.45016 -1.30517 -1.30848 -0.04
C -0.64505 -2.00232 4.76567 -0.06
C 2.64136 0.01365 -0.29727 -0.31
C 3.29505 -0.54146 -1.43796 -0.04
H 0.85442 4.37669 -1.82556 0.10
O 1.93990 2.24976 -2.40392 -0.37
F 6.04140 -3.23744 1.15811 0.09
C -1.34297 -1.80423 3.58533 0.02
O 0.29040 0.39990 -2.78696 -0.36
C 0.31515 -3.03152 4.87340 -0.04
Cl -4.64943 -3.09458 -0.09182 0.48
H 1.10058 1.32944 0.42555 0.05
```

***

(5)
Computed, not measured: a molecular structure, C21H16BrO17Pd in a non-equilibrium geometry, with ωB97M-V with the def2-TZVPD basis set.

Results
**<S²>**: 3.835
**Total charge**: -2
**Spin multiplicity**: 4
**Gap between HOMO and LUMO (alpha / beta)**: 2.7895 / 2.7017 eV
**Lowest unoccupied orbital energy (alpha / beta)**: 2.4 / 2.4 eV
**HOMO level (alpha / beta)**: -0.357 / -0.269 eV

```
56
Properties=species:S:1:pos:R:3:mulliken_spin:R:1
C -2.65082 3.62746 4.80541 0.03
O -1.55837 3.61470 1.53450 0.19
C -2.42189 4.12444 3.56742 0.35
H 0.41061 -3.17052 -4.91796 0.00
O 0.22188 -0.29740 -2.19981 0.00
C -0.27662 -1.23241 -2.90688 0.01
H -2.76925 -5.33941 0.92470 0.00
O 0.54667 2.21317 -0.75779 0.07
C 3.34148 4.45320 -0.97398 0.00
C -0.24382 -3.15937 -4.04634 0.00
H -1.20463 -5.76613 -0.62031 0.00
C 2.69993 5.76031 -1.32339 -0.01
C 1.22495 3.23816 -0.84619 -0.08
C 2.70127 3.29599 -0.69649 0.14
C -1.22808 1.52344 4.50509 0.07
O 3.37828 6.80419 -1.81779 -0.01
H 3.41197 -3.93401 1.75074 0.00
O -0.91275 0.97955 2.14951 0.07
C -1.76963 -4.87332 -0.88817 0.00
H -0.53526 0.74910 4.79974 0.00
H 0.70685 6.68858 -1.64271 0.00
C 3.44208 -2.97187 1.23939 0.00
O 1.53665 -0.34703 0.66139 0.02
O -0.94204 -3.69715 -0.84125 0.00
C 1.35262 5.89529 -1.29617 0.01
O -1.34766 -1.18662 -3.60293 0.00
C 2.14608 -1.39918 0.63024 0.01
Br -2.71325 1.94985 -1.06369 0.23
O 2.43169 -2.11462 1.62011 0.00
H -2.57323 -2.97193 -3.62260 0.00
Pd -0.54378 0.64870 0.15620 1.39
H 3.14246 2.36265 -0.37925 0.00
O -3.49704 4.36194 5.47471 0.40
H -2.32088 -5.14847 -1.78735 0.00
H -2.77563 5.12382 3.36123 -0.01
H -1.99791 -2.41538 -5.01574 0.00
C -1.65162 -2.51842 -3.98736 0.00
O 2.47169 -1.98538 -0.54211 0.00
H 2.48137 -3.78879 -0.50660 0.00
O 4.64166 4.30157 -0.74798 0.14
C -2.82611 -4.58372 0.14124 0.00
O -1.77364 2.14712 6.60347 -0.03
H 4.21497 -3.05562 -0.79636 0.00
O -0.65827 4.70961 -1.24235 0.00
C -1.76353 3.24646 2.66377 0.04
C 3.26440 -3.07068 -0.26315 0.00
O -0.96506 -1.68639 0.08240 0.01
C 0.55513 4.65631 -1.15798 -0.01
O -2.43819 -3.40146 0.72006 0.00
C -1.25405 1.78789 3.03449 -0.02
O 0.41131 -2.37425 -3.11918 0.00
H -3.86805 -4.39898 -0.12015 0.00
C -1.47085 -2.83242 -0.00603 0.00
C -1.87912 2.39994 5.33605 -0.03
H -0.29931 -4.20437 -3.74140 0.00
H 4.39435 -2.73813 1.71552 0.00
```

***

Which energy belongs to each record? In order, -1157.72695, -3373.75325, -3909.27630, -3138.93970, -4790.52806 hartree.